[1]
The following is a quantum chemistry calculation of a 6-piece molecular cluster, C6H21N3O9 overall, from the Open Molecules 2025 dataset.

Properties
strongest force on any atom: 3.49 eV Å⁻¹
HOMO: -10.4 eV
Kohn-Sham gap: 10.102 eV
relative energy (zero: lowest compared OMol25 entry of this formula, charge and spin): 0.00 kcal per mole
LUMO: -0.3 eV

CARTESIAN COORDINATES (ANGSTROEM)
C -0.112 3.246 1.299
N 0.008 3.263 2.780
O 0.058 4.370 3.328
O -0.133 2.207 3.368
H -1.164 3.157 1.028
H 0.463 2.398 0.928
H 0.318 4.121 0.813
C 3.943 0.460 0.784
N 3.896 1.837 1.133
O 4.791 2.593 0.759
O 2.988 2.222 1.858
H 4.470 -0.103 1.554
H 4.595 0.451 -0.089
H 2.967 0.098 0.460
C -0.680 1.687 -2.782
N 0.557 1.035 -2.320
O 0.835 -0.047 -2.837
O 1.296 1.617 -1.520
H -0.378 2.288 -3.640
H -1.101 2.294 -1.981
H -1.426 0.929 -3.021
C -0.860 -0.275 0.986
O -1.722 0.594 0.295
H -0.903 -1.291 0.595
H 0.133 0.126 0.785
H -1.108 -0.203 2.045
H -2.499 0.080 0.063
C -0.645 -4.557 1.142
O -0.807 -5.043 -0.180
H -0.944 -5.203 1.968
H 0.442 -4.497 1.202
H -1.032 -3.549 1.289
H -1.751 -4.958 -0.335
C -2.118 -1.955 -2.151
O -3.050 -1.192 -1.382
H -1.830 -2.904 -1.698
H -2.547 -2.105 -3.142
H -1.165 -1.444 -2.281
H -3.785 -1.744 -1.103



[2]
The following is a quantum chemistry calculation of a 2-piece molecular cluster, C6H16N6 overall, from the Open Molecules 2025 dataset.

Properties
strongest force on any atom: 6.81 eV Å⁻¹
HOMO: -15.5 eV
Kohn-Sham gap: 9.395 eV
net charge: +2
relative energy (zero: lowest compared OMol25 entry of this formula, charge and spin): 78.28 kcal per mole
LUMO: -6.1 eV

CARTESIAN COORDINATES (ANGSTROEM)
C -0.163 2.796 0.191
C 0.855 2.147 0.121
C 1.379 -0.067 -0.033
C -1.056 -0.128 -0.283
C -3.052 0.623 0.915
C -2.946 -1.563 -0.265
N 0.078 -0.356 0.198
N 1.745 1.234 0.028
N 2.310 -0.949 -0.047
N -1.288 0.248 -1.548
N 4.865 -0.671 0.198
N -2.235 -0.570 0.567
H -1.022 3.391 -0.067
H -2.644 1.162 1.737
H -3.035 1.291 0.040
H -4.061 0.311 1.378
H -3.738 -2.105 0.466
H -3.470 -1.077 -1.099
H -2.239 -2.340 -0.619
H 2.808 1.458 0.133
H 1.976 -1.952 -0.277
H 3.742 -0.905 0.252
H -0.437 0.566 -2.047
H -2.223 0.245 -1.970
H 5.251 -0.474 1.179
H 4.967 0.113 -0.304
H 5.448 -1.500 -0.262
H -1.814 -0.930 1.417



[3]
The following is a quantum chemistry calculation of a 5-piece molecular cluster, C5H20O5 overall, from the Open Molecules 2025 dataset.

Properties
strongest force on any atom: 2.95 eV Å⁻¹
spin multiplicity: 2
HOMO (alpha / beta): -12.8 / -12.8 eV
Kohn-Sham gap (alpha / beta): 9.973 / 3.153 eV
net charge: +1
relative energy (zero: lowest compared OMol25 entry of this formula, charge and spin): 27.04 kcal per mole
LUMO (alpha / beta): -2.8 / -9.7 eV

CARTESIAN COORDINATES (ANGSTROEM)
C 0.133 0.154 -4.644
O -0.223 0.959 -3.467
H 0.341 -0.865 -4.318
H -0.630 0.223 -5.419
H 1.067 0.401 -5.148
H 0.397 1.684 -3.582
C 3.685 -2.291 0.262
O 2.919 -2.861 -0.775
H 3.046 -2.135 1.132
H 4.611 -2.856 0.369
H 4.023 -1.293 -0.017
H 3.576 -2.939 -1.471
C -0.964 2.919 1.371
O -1.859 2.451 0.302
H -0.240 3.642 0.996
H -1.618 3.226 2.187
H -0.371 2.073 1.720
H -1.648 1.523 0.171
C 0.047 -0.650 -0.050
O -1.022 0.102 -0.699
H 0.951 -0.102 -0.316
H 0.007 -0.684 1.039
H 0.238 -1.665 -0.400
H -1.111 -0.177 -1.613
C -2.465 -0.277 3.387
O -2.143 0.116 4.765
H -2.852 -1.281 3.220
H -3.307 0.317 3.034
H -1.586 0.005 2.807
H -3.004 0.280 5.157



[4]
The following is a quantum chemistry calculation of a 2-piece molecular cluster, C4H14N2O overall, from the Open Molecules 2025 dataset.

Properties
strongest force on any atom: 3.61 eV Å⁻¹
HOMO: -8.4 eV
Kohn-Sham gap: 9.150 eV
relative energy (zero: lowest compared OMol25 entry of this formula, charge and spin): 58.19 kcal per mole
LUMO: 0.7 eV

CARTESIAN COORDINATES (ANGSTROEM)
C 0.387 -0.308 2.445
C 0.926 0.048 1.055
C 0.662 1.588 0.719
N 0.143 -0.645 -0.029
C 0.425 -2.040 -0.522
N -0.595 -2.687 -1.538
H 0.526 -1.337 2.841
H 0.775 0.361 3.302
H -0.662 -0.177 2.599
H 1.940 -0.251 0.909
H 1.242 2.134 1.479
H 1.106 1.761 -0.286
H -0.389 1.747 0.928
H -0.345 -0.043 -0.706
H 1.439 -2.213 -0.958
H 0.465 -2.506 0.400
H -0.462 -2.417 -2.537
H -1.470 -2.482 -1.101
O -1.564 3.409 -1.778
H -1.225 2.785 -1.178
H -1.659 2.958 -2.675



[5]
The following is a quantum chemistry calculation of a 2-piece molecular cluster, C17H29N3O4 overall, from the Open Molecules 2025 dataset.

Properties
strongest force on any atom: 0.71 eV Å⁻¹
HOMO: -7.4 eV
Kohn-Sham gap: 5.763 eV
relative energy (zero: lowest compared OMol25 entry of this formula, charge and spin): 148.96 kcal per mole
LUMO: -1.6 eV

CARTESIAN COORDINATES (ANGSTROEM)
C 1.154 -0.727 3.044
C 1.399 -1.077 1.583
C 0.578 -0.185 0.633
N -0.369 -0.965 -0.161
C 0.292 -1.549 -1.328
C 0.425 -0.628 -2.522
N 1.201 0.376 -2.514
C -1.568 -0.227 -0.527
C -2.390 0.172 0.724
C -3.843 0.287 0.312
C -4.840 0.941 1.254
O -5.742 0.014 1.847
C -2.504 -1.097 -1.437
O -2.820 -0.560 -2.525
O -2.910 -2.173 -0.939
O 2.784 -1.081 1.245
C 3.495 0.096 1.579
C 4.594 0.298 0.573
C 5.891 -0.123 0.848
C 6.911 0.078 -0.073
C 6.639 0.707 -1.277
C 5.341 1.114 -1.566
C 4.325 0.912 -0.646
H 1.925 -1.158 3.683
H 1.157 0.352 3.211
H 0.182 -1.102 3.362
H 1.061 -2.100 1.420
H 1.280 0.346 -0.016
H 0.044 0.568 1.210
H -0.246 -2.445 -1.638
H 1.298 -1.865 -1.045
H -0.205 -0.863 -3.381
H 1.128 0.868 -3.403
H -1.354 0.700 -1.075
H -2.049 1.154 1.064
H -2.244 -0.531 1.543
H -3.843 0.872 -0.618
H -4.207 -0.723 0.116
H -4.400 1.454 2.108
H -5.358 1.722 0.670
H -6.082 -0.584 1.176
H 3.939 0.000 2.575
H 2.839 0.970 1.565
H 6.089 -0.611 1.794
H 7.911 -0.258 0.165
H 7.446 0.872 -1.977
H 5.134 1.603 -2.507
H 3.317 1.228 -0.885
N -6.569 0.989 -1.453
H -5.536 1.027 -1.460
H -6.919 0.975 -2.412
H -6.853 0.136 -0.968
H -6.930 1.800 -0.950



[6]
The following is a quantum chemistry calculation of C33H44FeN5O3PS2 as an isolated structure, from the Open Molecules 2025 dataset.

Properties
strongest force on any atom: 2.09 eV Å⁻¹
spin multiplicity: 5
HOMO (alpha / beta): -6.4 / -6.6 eV
Kohn-Sham gap (alpha / beta): 6.202 / 6.310 eV
LUMO (alpha / beta): -0.2 / -0.2 eV

CARTESIAN COORDINATES (ANGSTROEM)
Fe 0.317 0.351 0.305
C -1.299 -0.754 4.691
C -1.808 -1.393 3.401
C -3.137 -0.800 2.910
P -0.553 -1.434 1.994
C 0.689 -2.667 2.685
C 0.093 -4.038 3.061
C 1.715 -2.927 1.560
C -1.493 -2.292 0.720
C -2.307 -3.373 1.045
C -2.971 -4.140 0.050
C -3.804 -5.340 0.530
C -2.852 -3.768 -1.296
C -2.094 -2.654 -1.608
C -1.399 -1.889 -0.656
N -0.686 -0.785 -1.070
C -0.589 -0.490 -2.454
C 0.107 -1.361 -3.321
C 0.674 -2.669 -2.876
C 0.305 -0.969 -4.652
C -0.107 0.302 -5.112
C 0.312 0.801 -6.453
C -0.971 1.035 -4.280
C -1.296 0.617 -2.984
C -2.371 1.293 -2.199
H -1.908 -1.085 5.531
H -1.383 0.337 4.676
H -0.258 -1.047 4.900
H -1.967 -2.466 3.670
H -3.018 0.276 2.744
H -3.942 -0.963 3.645
H -3.496 -1.241 1.965
H 1.165 -2.149 3.522
H -0.346 -4.543 2.213
H -0.564 -4.003 3.928
H 0.952 -4.672 3.341
H 1.267 -3.207 0.597
H 2.301 -3.784 1.898
H 2.432 -2.138 1.371
H -2.471 -3.636 2.107
H -3.170 -6.019 1.139
H -4.121 -5.956 -0.325
H -4.697 -5.026 1.072
H -3.334 -4.406 -2.073
H -2.035 -2.321 -2.640
H 0.872 -2.691 -1.802
H 1.597 -2.847 -3.422
H 0.032 -3.538 -3.085
H 0.933 -1.618 -5.289
H 0.653 -0.009 -7.082
H 1.099 1.534 -6.394
H -0.502 1.264 -6.978
H -1.413 1.972 -4.661
H -3.320 1.283 -2.760
H -2.100 2.334 -2.057
H -2.559 0.862 -1.202
N 2.046 0.403 1.968
N 1.659 1.196 3.107
C 0.523 1.969 3.109
N 0.498 2.967 4.042
S -0.810 1.828 2.022
H 2.292 -0.554 2.262
H 2.772 0.848 1.415
H 2.309 1.288 3.893
H 1.390 3.269 4.407
H -0.232 3.666 4.102
O 0.355 6.622 -1.173
C 1.136 5.883 -0.356
C 2.010 6.586 0.486
C 2.882 5.928 1.325
C 2.912 4.557 1.339
C 1.981 3.840 0.603
C 1.065 4.465 -0.251
C -0.007 3.650 -0.973
O -0.725 4.247 -1.757
O -0.067 2.413 -0.725
H 0.691 7.541 -1.226
H 1.986 7.669 0.414
H 3.524 6.542 1.958
H 3.572 3.985 1.989
H 1.970 2.734 0.590
S 3.819 -0.444 -2.664
C 3.327 1.203 -2.769
C 2.488 1.570 -1.760
N 2.201 0.533 -0.902
C 2.877 -0.557 -1.227
H 3.539 1.896 -3.572
H 2.092 2.574 -1.553
H 2.751 -1.474 -0.664



[7]
The following is a quantum chemistry calculation of one molecule with the formula CH4N2O2, from the Open Molecules 2025 dataset.

Properties
strongest force on any atom: 5.89 eV Å⁻¹
HOMO: -10.4 eV
Kohn-Sham gap: 11.273 eV
relative energy (zero: lowest compared OMol25 entry of this formula, charge and spin): 57.39 kcal per mole
LUMO: 0.9 eV

CARTESIAN COORDINATES (ANGSTROEM)
N -0.220 0.804 1.463
N 0.624 0.400 0.368
O -0.346 0.118 -0.722
C -0.001 -1.081 -1.220
O -0.449 -1.604 -2.204
H -0.759 1.511 1.176
H -0.758 -0.064 1.683
H 1.075 1.282 -0.030
H 0.835 -1.367 -0.513



[8]
The following is a quantum chemistry calculation of a 2-piece molecular cluster, C20H12NO4 overall, from the Open Molecules 2025 dataset.

Properties
strongest force on any atom: 1.51 eV Å⁻¹
HOMO: -5.0 eV
Kohn-Sham gap: 7.535 eV
net charge: -1
LUMO: 2.5 eV

CARTESIAN COORDINATES (ANGSTROEM)
N -2.070 0.560 0.965
C -2.561 0.642 -0.317
O -1.915 0.600 -1.375
C -4.047 0.831 -0.223
C -4.375 0.853 1.072
C -3.114 0.654 1.869
O -3.050 0.588 3.095
H -4.646 0.929 -1.119
H -5.332 0.983 1.561
C 1.914 -2.970 -3.724
C 2.022 -1.746 -3.055
C 1.406 -1.610 -1.815
C 0.735 -2.686 -1.218
C 0.678 -3.925 -1.848
C 1.246 -4.059 -3.120
C 0.174 -2.278 0.107
O -0.493 -2.952 0.875
C 0.594 -0.850 0.277
C 0.313 -0.133 1.387
C 0.712 1.250 1.587
C 0.381 2.237 0.633
C 0.829 3.544 0.781
C 1.593 3.895 1.906
C 1.883 2.935 2.889
C 1.393 1.635 2.761
C 1.362 -0.406 -0.931
O 1.857 0.681 -1.187
H 2.351 -3.086 -4.714
H 2.567 -0.898 -3.466
H 0.195 -4.754 -1.335
H 1.176 -5.009 -3.649
H -0.109 -0.675 2.231
H -0.266 1.957 -0.200
H 0.581 4.273 0.006
H 1.963 4.916 2.007
H 2.491 3.199 3.758
H 1.562 0.874 3.528



[9]
The following is a quantum chemistry calculation of C6H12N2O as an isolated structure, from the Open Molecules 2025 dataset.

Properties
strongest force on any atom: 6.19 eV Å⁻¹
HOMO: -9.1 eV
Kohn-Sham gap: 9.510 eV
relative energy (zero: lowest compared OMol25 entry of this formula, charge and spin): 99.50 kcal per mole
LUMO: 0.4 eV

CARTESIAN COORDINATES (ANGSTROEM)
C -0.021 1.867 -1.613
C -0.766 1.268 -0.371
C -0.551 -0.203 -0.262
C -1.392 -0.753 0.886
C -0.128 -1.064 -1.416
C 1.354 -1.544 0.567
H 1.172 2.057 -1.425
H -0.489 2.976 -2.020
H -0.362 1.083 -2.414
H -1.901 1.372 -0.456
H -1.007 2.824 0.989
H -2.432 -0.570 0.589
H -1.235 -1.870 0.964
H -1.234 -0.204 1.825
H -0.366 -2.146 -1.418
H 0.163 -0.581 -2.393
H 1.510 -2.474 0.032
H 1.362 -0.447 2.078
N 0.790 -0.622 -0.376
N 1.488 -1.427 1.801
O -0.264 1.862 0.866



[10]
The following is a quantum chemistry calculation of a 2-piece molecular cluster, C3H6FNSi overall, from the Open Molecules 2025 dataset.

Properties
strongest force on any atom: 2.66 eV Å⁻¹
HOMO: -9.4 eV
Kohn-Sham gap: 7.603 eV
relative energy (zero: lowest compared OMol25 entry of this formula, charge and spin): 66.10 kcal per mole
LUMO: -1.7 eV

CARTESIAN COORDINATES (ANGSTROEM)
C -2.771 -0.313 0.015
C 0.695 -0.105 -1.787
C 0.602 -0.039 1.786
N -3.779 -0.844 0.191
F 1.023 2.049 -0.071
Si 0.441 0.541 -0.040
H 1.115 -1.110 -2.028
H -0.344 -0.346 -2.077
H 1.078 0.803 -2.378
H 0.268 0.707 2.516
H 0.031 -0.982 1.864
H 1.639 -0.362 2.010



[11]
The following is a quantum chemistry calculation of a 2-piece molecular cluster, C15H21BF6NO7 overall, from the Open Molecules 2025 dataset.

Properties
strongest force on any atom: 3.50 eV Å⁻¹
HOMO: -13.7 eV
Kohn-Sham gap: 10.181 eV
net charge: +1
LUMO: -3.5 eV

CARTESIAN COORDINATES (ANGSTROEM)
C 2.618 -1.083 1.209
C 1.246 -0.547 1.100
N 0.438 -1.027 0.226
C -0.848 -0.289 0.237
C -0.904 0.034 1.743
C -2.031 0.961 2.252
O -1.947 2.108 2.039
C -3.168 0.293 3.071
F -3.274 1.002 4.202
F -2.842 -0.934 3.465
C -4.614 0.252 2.415
F -5.039 -1.018 2.496
F -5.450 0.941 3.147
C -4.711 0.634 0.922
F -5.946 0.255 0.520
F -3.863 -0.068 0.153
C -4.667 2.161 0.625
O -4.658 2.976 1.447
O -4.674 2.486 -0.689
C 0.567 0.604 1.884
C 0.967 1.850 1.031
B 2.062 2.798 1.736
O 2.481 2.651 3.047
O 2.593 3.817 0.997
H 3.379 -0.300 1.327
H 2.730 -1.814 2.019
H 2.860 -1.613 0.277
H 0.634 -1.794 -0.420
H -0.886 0.561 -0.446
H -1.588 -1.072 0.033
H -0.806 -0.921 2.273
H -5.091 1.744 -1.164
H 0.988 0.580 2.895
H 0.121 2.477 0.723
H 1.443 1.504 0.094
H 1.856 3.130 3.615
H 2.277 3.755 0.085
O 2.457 -3.012 -1.057
C 2.733 -2.532 -2.135
O 2.018 -1.489 -2.580
C 2.357 -0.724 -3.754
C 1.818 -1.373 -5.011
C 3.798 -3.137 -3.008
H 3.431 -0.545 -3.801
H 1.887 0.249 -3.618
H 2.252 -2.360 -5.173
H 2.035 -0.755 -5.882
H 0.739 -1.508 -4.935
H 3.372 -3.978 -3.554
H 4.602 -3.496 -2.369
H 4.245 -2.437 -3.709